Density functional theory data (the ωB97M-V functional and the def2-TZVPD basis) for C2H6N2O in the gas phase at a distorted geometry.

```
11
Properties=species:S:1:pos:R:3:mulliken_charge:R:1
H 2.4334 0.9445 -0.1107 0.25
N 2.3515 -0.0580 -0.0752 -0.62
C 1.1198 -0.4905 -0.0963 0.12
N -0.1170 0.1018 -0.3229 0.02
C -1.3977 -0.4380 -0.0005 -0.79
O -0.1323 1.6202 -0.1589 -0.48
H 0.9089 -1.5591 0.0217 0.29
H -1.5354 -1.4264 -0.5345 0.34
H -1.5746 -0.5515 1.1386 0.29
H -2.3248 0.0504 -0.5892 0.26
H 0.2682 1.8067 0.7279 0.33
```

LUMO	0.65	eV
orbital gap	9.98	eV
energy above the lowest of the compared OMol25 structures with the same formula, charge and spin	87.23	kcal/mol
SMILES string	[H]/N=C\N(C)O
largest force on an atom	3.9	eV/Å
calculated total energy	-7196.0050	eV